ORCA calculation (the ωB97M-V functional and the def2-TZVPD basis) on C38H49ClO6PSSr as an isolated structure in a non-equilibrium geometry.

Atoms and positions in Å:
Sr 1.490 0.864 -0.409
O 2.748 4.427 0.338
C 1.970 3.498 0.437
O 0.880 3.280 -0.193
C 2.374 2.445 1.645
C 1.258 1.767 2.443
C 1.769 1.497 3.881
C 2.616 0.208 3.661
C 2.518 0.082 2.134
O 1.119 0.416 1.970
C 3.363 1.208 1.499
C 4.237 0.862 0.145
O 5.274 1.499 0.089
O 3.774 -0.050 -0.601
H 2.844 3.160 2.313
H 0.300 2.279 2.387
H 2.343 2.334 4.275
H 0.933 1.317 4.557
H 3.641 0.286 4.018
H 2.155 -0.658 4.137
H 2.724 -0.893 1.703
H 4.189 1.388 2.180
Cl 2.497 -1.071 -4.589
C 3.191 0.385 -3.928
C 4.556 0.559 -4.043
C 5.164 1.697 -3.527
C 4.377 2.652 -2.899
C 3.008 2.490 -2.797
C 2.340 1.339 -3.298
C 0.957 1.126 -3.068
H 5.141 -0.214 -4.527
H 6.239 1.816 -3.585
H 4.835 3.532 -2.463
H 2.419 3.255 -2.300
H 0.482 0.363 -3.667
H 0.374 2.042 -2.948
O -1.065 0.260 -0.135
S -2.225 1.119 -0.535
C -3.747 0.291 0.055
C -3.781 -0.031 1.517
C -2.845 -0.898 2.073
C -2.849 -1.165 3.433
C -3.805 -0.587 4.256
C -4.760 0.259 3.707
C -4.744 0.536 2.348
C -2.059 2.505 0.630
C -3.100 3.570 0.573
C -3.908 3.850 1.670
C -4.871 4.849 1.604
C -5.040 5.577 0.435
C -4.229 5.313 -0.662
C -3.263 4.322 -0.591
H -3.800 -0.605 -0.569
H -4.560 0.957 -0.241
H -2.100 -1.343 1.433
H -2.102 -1.829 3.850
H -3.812 -0.799 5.318
H -5.517 0.707 4.339
H -5.482 1.206 1.924
H -1.079 2.841 0.253
H -1.948 2.024 1.603
H -3.772 3.289 2.585
H -5.485 5.062 2.470
H -5.789 6.356 0.383
H -4.342 5.890 -1.571
H -2.609 4.135 -1.435
C 3.008 -3.370 -1.815
C 1.529 -3.745 -1.998
C 1.325 -5.228 -1.676
P 0.466 -2.448 -1.184
C 0.144 -3.013 0.569
C -0.873 -4.121 0.855
C 1.473 -3.321 1.269
C -1.225 -2.609 -1.977
C -1.728 -3.992 -2.381
C -1.284 -1.668 -3.185
H 3.624 -3.913 -2.537
H 3.356 -3.644 -0.817
H 3.179 -2.304 -1.953
H 1.287 -3.587 -3.057
H 1.627 -5.453 -0.653
H 1.960 -5.830 -2.335
H 0.299 -5.563 -1.807
H -0.239 -2.089 1.014
H -0.556 -5.075 0.431
H -1.863 -3.885 0.464
H -0.971 -4.260 1.937
H 1.789 -4.346 1.075
H 1.377 -3.206 2.353
H 2.272 -2.665 0.922
H -1.894 -2.190 -1.211
H -1.117 -4.400 -3.189
H -2.749 -3.907 -2.767
H -1.738 -4.709 -1.564
H -0.533 -1.932 -3.933
H -1.091 -0.644 -2.874
H -2.267 -1.726 -3.666

Output
- Net charge: -1
- LUMO energy: 2.0 eV
- Highest occupied orbital energy: -2.82 eV
- Frontier orbital gap: 4.81 eV

***

ORCA calculation (the ωB97M-V functional and the def2-TZVPD basis) on C38H49CsF9N2OPSb2Se2 as an isolated structure.

Atoms and positions in Å:
Cs 1.134 -1.502 -0.062
C -0.111 -3.631 2.545
C -1.295 -3.629 1.772
C -0.994 -4.177 0.511
C 0.371 -4.524 0.499
C 0.921 -4.186 1.755
C 2.351 -4.353 2.193
C 1.101 -5.070 -0.694
C -1.961 -4.379 -0.619
C -2.674 -3.280 2.248
C 0.003 -3.293 4.002
H 2.884 -3.397 2.302
H 2.922 -4.947 1.477
H 2.432 -4.856 3.164
H 0.959 -4.444 -1.585
H 0.779 -6.076 -0.992
H 2.178 -5.121 -0.516
H -2.129 -3.480 -1.224
H -2.945 -4.695 -0.255
H -1.611 -5.159 -1.304
H -3.220 -2.650 1.537
H -2.649 -2.741 3.200
H -3.297 -4.171 2.410
H 1.011 -2.960 4.267
H -0.223 -4.147 4.658
H -0.680 -2.488 4.296
C 3.110 2.622 3.587
Sb 1.471 1.705 2.540
C 1.951 -0.254 3.251
C -0.015 2.055 4.109
C -0.757 3.348 3.950
C -0.029 4.536 4.074
C -0.609 5.781 3.904
C -1.961 5.860 3.603
C -2.699 4.696 3.492
C -2.132 3.429 3.663
C -3.019 2.240 3.508
Sb -3.215 1.444 1.454
C -1.948 2.890 0.520
C -1.729 -0.073 1.719
H 3.099 3.706 3.473
H 4.031 2.239 3.151
H 3.065 2.355 4.644
H 2.150 -0.211 4.323
H 2.842 -0.575 2.711
H 1.140 -0.959 3.063
H 0.542 2.040 5.049
H -0.672 1.188 4.095
H 1.029 4.467 4.304
H -0.009 6.678 3.998
H -2.437 6.823 3.457
H -3.758 4.757 3.263
H -4.035 2.504 3.803
H -2.704 1.395 4.120
H -2.495 3.814 0.334
H -1.590 2.460 -0.417
H -1.098 3.098 1.171
H -1.816 -0.546 2.697
H -0.750 0.389 1.609
H -1.849 -0.825 0.944
Se -2.554 -0.384 -1.747
P -1.508 -0.403 -3.622
Se 0.539 -1.049 -3.683
C -1.611 1.228 -4.453
C -2.269 2.293 -3.857
C -2.319 3.529 -4.491
C -1.722 3.699 -5.729
C -1.063 2.632 -6.333
C -1.002 1.406 -5.694
C -2.487 -1.456 -4.759
C -3.570 -0.951 -5.467
C -4.345 -1.787 -6.261
C -4.048 -3.138 -6.344
C -2.970 -3.650 -5.630
C -2.192 -2.815 -4.846
H -2.728 2.142 -2.887
H -2.816 4.360 -4.006
H -1.755 4.665 -6.220
H -0.584 2.763 -7.296
H -0.461 0.582 -6.143
H -3.815 0.102 -5.393
H -5.185 -1.380 -6.812
H -4.654 -3.792 -6.960
H -2.734 -4.706 -5.685
H -1.343 -3.207 -4.298
N 1.238 3.355 -1.089
N 0.649 2.146 -1.584
H 2.153 3.166 -0.689
H 0.646 3.671 -0.329
H 0.982 1.343 -1.057
H 0.965 2.006 -2.537
F 6.462 -0.850 -1.661
C 5.211 -0.982 -1.164
F 5.113 -2.238 -0.706
F 4.372 -0.887 -2.201
C 4.844 0.053 -0.041
O 3.631 -0.134 0.426
C 4.969 1.501 -0.642
F 6.188 1.818 -1.138
F 4.089 1.688 -1.631
F 4.692 2.426 0.293
C 5.912 -0.088 1.110
F 7.196 0.131 0.746
F 5.870 -1.313 1.652
F 5.652 0.780 2.104

Output
- Net charge: -2
- LUMO energy: 3.8 eV
- Highest occupied orbital energy: -1.33 eV
- Frontier orbital gap: 5.16 eV

***

Calculated total energy? In order: -85972.174 -223294.977 eV.